(1)
A molecular structure, C8H12ClN3O10Ru in a non-equilibrium geometry, computed with ωB97M-V/def2-TZVPD.

Last column: Löwdin spin population.
Cartesian coordinates (Å):
Ru1 -0.25728 0.79302 -0.04580  2.529
O1 -1.36130 4.71658 1.12342  0.007
C1 -0.85507 3.54182 1.17161  0.013
O2 -0.83651 2.76164 0.21273  0.028
C2 -0.27981 3.14708 2.51827  0.008
O3 0.22289 1.82009 2.41242  0.184
C3 1.53992 1.59202 2.62539  0.202
C4 2.36552 1.80375 1.11383  0.118
O4 3.42181 2.32721 1.26878  0.428
O5 1.70136 1.34807 0.15472  0.113
H1 -1.76351 4.94570 0.26684  0.000
H2 -1.08416 3.15421 3.25710  0.004
H3 0.48097 3.86687 2.82712  0.001
H4 1.69994 0.53024 2.81945  0.018
H5 2.03355 2.24980 3.33764  0.005
O6 -2.21958 0.27929 -0.29889  0.051
Cl1 -2.50040 0.86417 -1.68804  0.003
O7 -3.36937 0.01628 -2.36397  0.015
O8 -1.15766 0.84905 -2.27555  0.100
O9 -2.94481 2.17730 -1.50018  0.005
C5 0.61860 -4.34930 -1.98550  0.002
N1 0.35758 -3.20170 -1.13194  0.017
C6 -0.05791 -3.29444 0.26311  0.000
C7 -0.08371 -1.84315 0.67002  0.017
O10 -0.32768 -1.28465 1.71588  0.078
N2 0.23614 -1.09477 -0.44943  0.040
C8 0.45790 -1.93168 -1.50614  0.007
N3 0.75692 -1.51501 -2.71622  0.005
H6 0.52546 -5.25863 -1.39990  0.000
H7 1.62931 -4.30467 -2.39499  0.001
H8 -0.09380 -4.40584 -2.81101  0.001
H9 0.62458 -3.89180 0.86927  0.000
H10 -1.05860 -3.72669 0.35702  -0.001
H11 0.71605 -0.53139 -2.92574  0.000
H12 0.86268 -2.15045 -3.49133  0.000

Forces on atoms 1 to 6 (eV/Å):
Ru -0.655 -0.606 -0.071
O 0.010 0.231 0.293
C 0.181 -0.624 0.059
O 0.093 0.294 0.034
C -0.197 0.281 -0.038
O 0.124 -0.036 -0.178

**Total energy**: -48514.64365 eV
**<S²>**: 6.019
**Highest occupied orbital energy (alpha / beta)**: -16.78 / -16.77 eV
**LUMO level (alpha / beta)**: -7.846 / -10.744 eV
**Largest force on an atom**: 0.02180 hartree/bohr
**Net charge**: +2
**2S+1**: 5

(2)
A molecular structure, C22H15F3N3O4S3 in a non-equilibrium geometry, computed with ωB97M-V/def2-TZVPD.

Last column: natural (NBO) charge in e.
Cartesian coordinates (Å):
F1 2.12304 -3.61812 -1.52572  -0.328
C1 1.01141 -2.89850 -1.22328  0.806
F2 -0.03843 -3.75414 -1.15615  -0.321
F3 1.19074 -2.33782 -0.00724  -0.317
S1 0.71134 -1.71396 -2.54831  0.422
N1 0.50056 -0.17819 -1.88683  -1.095
S2 -1.11092 0.32938 -2.51960  2.291
C2 -1.91595 -0.73489 -1.33384  -0.335
C3 -3.04246 -1.46721 -1.71966  -0.162
C4 -3.65538 -2.28176 -0.77542  -0.208
C5 -3.16150 -2.35050 0.52924  -0.162
C6 -2.00265 -1.65142 0.88821  -0.210
C7 -1.37696 -0.85905 -0.06377  -0.166
O1 -1.04209 1.71712 -2.15838  -0.855
O2 -1.26120 -0.10821 -3.88318  -0.887
S3 1.85214 0.96321 -1.70500  2.283
C8 3.23076 -0.07737 -1.24107  -0.265
C9 3.48269 -0.27684 0.11258  -0.193
C10 4.56129 -1.07129 0.49844  -0.218
C11 5.41859 -1.59408 -0.46953  -0.187
C12 5.17299 -1.37345 -1.82637  -0.212
C13 4.08226 -0.59346 -2.21787  -0.200
O3 2.10302 1.54925 -2.99273  -0.901
O4 1.48807 1.72560 -0.54487  -0.889
H1 -3.40273 -1.38636 -2.74474  0.233
H2 -4.54265 -2.85700 -1.04241  0.215
H3 -3.66871 -2.95226 1.28393  0.212
H4 -1.57868 -1.71159 1.89640  0.227
H5 -0.50735 -0.25416 0.18145  0.256
H6 2.80566 0.14435 0.85020  0.256
H7 4.70600 -1.29413 1.55122  0.222
H8 6.27468 -2.20446 -0.16760  0.215
H9 5.80083 -1.82794 -2.59347  0.217
H10 3.85800 -0.42055 -3.27054  0.245
C14 -2.51605 1.97114 0.39413  -0.603
C15 -2.36700 3.03488 -0.51779  0.336
N2 -2.33714 4.00420 -1.18301  -0.455
C16 -1.82128 2.10222 1.67017  0.122
C17 -2.30659 1.47916 2.84636  -0.289
C18 -1.73869 1.77231 4.08717  -0.211
C19 -0.67108 2.67583 4.19790  -0.297
C20 -0.10717 3.20759 3.02587  -0.208
C21 -0.66654 2.93036 1.77126  -0.263
C22 -3.71298 1.25514 0.35216  0.341
N3 -4.74216 0.69037 0.29380  -0.496
H11 -3.16961 0.81528 2.76941  0.216
H12 -2.13212 1.27871 4.97812  0.195
H13 -0.31944 2.99621 5.17944  0.195
H14 0.77676 3.84854 3.09630  0.198
H15 -0.23532 3.35786 0.86463  0.231

Forces on atoms 1 to 6 (eV/Å):
F -0.684 0.116 0.287
C -0.166 0.243 0.862
F 0.819 0.119 0.203
F -0.067 -0.508 -0.684
S 1.151 0.131 -1.006
N 0.456 -0.764 -0.800

**Total energy**: -76374.46646 eV
**Highest occupied orbital energy**: -3.35 eV
**LUMO level**: 1.930 eV
**Energy above the lowest of the compared OMol25 structures with the same formula, charge and spin**: 0.0 kJ/mol
**Largest force on an atom**: 0.05463 hartree/bohr
**Net charge**: -1

(3)
A molecular structure, C33H30N3O9S3W, computed with ωB97M-V/def2-TZVPD.

Last column: Löwdin spin population.
Cartesian coordinates (Å):
W1 0.32821 0.24363 0.34140  1.609
O1 1.62981 -0.62294 -1.92892  0.014
C1 2.47074 0.33657 -2.58516  0.001
C2 3.79999 0.36200 -1.84892  0.000
N1 3.65146 0.47590 -0.41488  0.006
C3 4.01913 -0.63508 0.40555  0.004
C4 2.86932 -1.41721 1.02687  0.012
O2 2.98843 -2.55557 1.38660  0.001
O3 1.70981 -0.76138 1.20401  0.057
C5 3.62099 1.79789 0.12875  0.001
C6 2.36615 2.58117 -0.25996  0.013
O4 2.37971 3.77234 -0.43998  0.028
O5 1.25259 1.86669 -0.31968  0.076
H1 0.80082 -0.68695 -2.41957  0.000
H2 1.98694 1.31698 -2.58985  0.000
H3 2.64059 0.03796 -3.62319  0.001
H4 4.40171 1.19107 -2.24157  0.000
H5 4.34311 -0.55719 -2.07530  0.000
H6 4.68500 -0.35346 1.23068  0.001
H7 4.57647 -1.37077 -0.17560  0.000
H8 4.48197 2.41673 -0.15234  0.000
H9 3.61072 1.74168 1.22325  0.000
S1 2.35003 4.76230 3.34993  0.000
C7 2.60164 5.99902 4.49745  -0.002
C8 1.88621 5.79106 5.63686  0.000
C9 1.13010 4.59714 5.58903  -0.002
C10 1.28294 3.91653 4.40964  0.000
C11 0.66334 2.65021 4.02727  0.000
C12 0.64162 2.25378 2.68169  0.019
N2 0.11249 1.10458 2.28384  -0.003
C13 -0.50108 0.29752 3.18684  0.009
C14 -0.51904 0.60120 4.55248  0.001
C15 -1.17963 -0.30072 5.44864  -0.001
C16 -1.81032 -1.40237 4.98363  -0.002
C17 -1.83366 -1.70669 3.58252  0.001
C18 -2.51995 -2.79938 3.03257  0.012
C19 -2.52160 -3.01611 1.66736  0.001
C20 -1.77989 -2.12802 0.86168  0.022
N3 -1.11037 -1.10492 1.35726  0.011
C21 -1.15553 -0.86629 2.69771  0.005
C22 -3.23252 -4.12551 1.04058  0.000
C23 -3.03655 -4.64645 -0.21208  -0.001
C24 -3.90300 -5.72786 -0.49670  0.000
C25 -4.74209 -6.01001 0.53774  -0.001
S2 -4.48916 -4.96906 1.86443  0.000
C26 0.09706 1.79145 4.95574  0.017
H10 3.25769 6.82168 4.26586  0.000
H11 1.89788 6.46683 6.47814  0.000
H12 0.48592 4.26823 6.39127  0.000
H13 1.05822 2.88277 1.90572  0.000
H14 -1.17505 -0.07115 6.50591  0.000
H15 -2.32038 -2.07205 5.66344  0.000
H16 -3.04425 -3.47536 3.69727  0.001
H17 -1.71347 -2.26274 -0.20727  0.001
H18 -2.28187 -4.29352 -0.90027  0.000
H19 -3.90161 -6.27378 -1.42771  0.000
H20 -5.50009 -6.77413 0.58751  0.000
H21 0.12454 2.03701 6.00937  0.001
O6 0.65318 -2.95263 -0.50410  0.011
H22 1.01357 -3.42384 0.25841  0.000
H23 1.34591 -3.02058 -1.17031  0.000
C27 0.21135 4.48912 -5.80707  0.000
C28 -0.28442 3.59980 -4.70524  0.000
C29 -0.91760 2.38920 -4.99533  0.000
C30 -1.40253 1.58001 -3.98547  0.000
C31 -1.24164 1.98414 -2.66400  0.002
C32 -0.61676 3.17946 -2.34527  0.000
C33 -0.14176 3.97864 -3.37302  0.000
S3 -1.81378 0.91172 -1.40406  0.008
O7 -1.43711 1.50997 -0.08740  0.022
O8 -3.18022 0.57678 -1.59209  0.002
O9 -0.88806 -0.29870 -1.41777  0.038
H24 0.29692 3.94754 -6.74761  0.000
H25 1.18489 4.91346 -5.56294  0.000
H26 -0.47851 5.32080 -5.96153  0.000
H27 -1.03676 2.08310 -6.02680  0.000
H28 -1.90574 0.65066 -4.22071  0.000
H29 -0.47736 3.46957 -1.31478  0.000
H30 0.35656 4.90752 -3.12635  0.000

Forces on atoms 1 to 6 (eV/Å):
W -0.698 -0.011 -0.688
O 0.026 0.089 0.184
C 0.013 0.027 -0.085
C 0.024 -0.002 0.000
N -0.016 -0.048 -0.025
C 0.097 -0.071 0.024

**Total energy**: -91935.06072 eV
**<S²>**: 2.010
**Highest occupied orbital energy (alpha / beta)**: -10.38 / -10.73 eV
**LUMO level (alpha / beta)**: -3.722 / -3.903 eV
**Energy above the lowest of the compared OMol25 structures with the same formula, charge and spin**: 0.0 kJ/mol
**Largest force on an atom**: 0.01906 hartree/bohr
**Net charge**: +1
**2S+1**: 3

(4)
A molecular structure, C23H21ClFN9O8PtS, computed with ωB97M-V/def2-TZVPD.

Last column: Löwdin spin population.
Cartesian coordinates (Å):
Pt1 -0.07871 0.29533 1.54259  1.420
C1 -4.89728 -1.76341 -5.27774  0.000
C2 -4.29868 -1.57958 -3.91116  0.002
C3 -5.05891 -1.06061 -2.86675  0.000
C4 -4.50812 -0.85468 -1.61170  0.002
C5 -3.17453 -1.17597 -1.40360  0.002
C6 -2.40270 -1.71045 -2.42417  0.002
C7 -2.96530 -1.90658 -3.67245  0.000
S1 -2.45420 -0.90314 0.17585  0.040
O1 -1.42143 -1.89440 0.39352  0.055
O2 -3.53325 -0.76462 1.11084  0.017
N1 -1.59630 0.49931 0.06232  0.268
C8 -2.29403 1.61320 -0.31944  0.453
C9 -3.49226 2.48845 1.44197  0.052
O3 -4.54205 2.61737 0.94002  0.079
O4 -2.65137 2.52850 2.26038  0.068
H1 -5.96457 -1.97454 -5.21681  0.000
H2 -4.41527 -2.58055 -5.81337  0.000
H3 -4.77192 -0.85949 -5.87759  0.000
H4 -6.10066 -0.81521 -3.03541  0.000
H5 -5.09635 -0.45562 -0.79650  0.000
H6 -1.37766 -1.99955 -2.22306  0.000
H7 -2.35757 -2.31005 -4.47223  0.000
H8 -3.13940 1.49321 -0.98990  0.026
H9 -1.71099 2.51941 -0.44380  0.030
N2 0.70867 -2.11279 3.23023  0.454
C10 1.64478 -1.18619 3.53289  0.048
N3 2.52675 -1.33924 4.50936  0.046
C11 3.41569 -0.34954 4.62891  0.008
N4 4.41201 -0.51535 5.50804  0.001
N5 3.36415 0.83750 3.98287  0.023
C12 2.39247 0.92027 3.10220  0.005
N6 1.58870 -0.07645 2.76344  0.066
C13 2.04858 2.23753 2.50696  0.010
C14 2.89769 3.32475 2.58225  0.003
C15 2.45234 4.53858 2.08327  -0.001
C16 1.17337 4.62467 1.56201  0.003
C17 0.38133 3.48765 1.53275  0.010
N7 0.82006 2.31608 1.98034  0.116
H10 0.58111 -2.74600 4.01646  0.005
H11 1.24342 -2.48408 1.33584  0.001
H12 4.49089 -1.38554 6.00131  0.000
H13 5.07968 0.22025 5.64486  0.000
H14 3.87068 3.20350 3.03481  0.001
H15 3.09180 5.41053 2.11672  0.000
H16 0.77961 5.55821 1.18592  0.001
H17 -0.63644 3.50195 1.17252  0.001
F1 1.74663 -2.18276 -4.86027  0.001
C18 1.74390 -1.45674 -3.73970  0.002
C19 2.62544 -1.67589 -2.76403  0.000
N8 2.64826 -0.89642 -1.62526  0.004
C20 3.55466 -1.18849 -0.53383  0.001
C21 2.92864 -1.92183 0.64480  0.001
O5 3.58835 -2.16015 1.62579  0.003
O6 1.64981 -2.22481 0.46765  0.006
C22 1.70108 0.06579 -1.39507  0.012
O7 1.71314 0.73811 -0.37792  0.043
N9 0.78987 0.25076 -2.40296  0.003
C23 0.73089 -0.41020 -3.63090  0.000
O8 -0.07467 -0.12105 -4.47942  0.000
H18 3.37411 -2.45160 -2.83615  0.000
H19 3.94570 -0.25477 -0.13109  0.000
H20 4.39691 -1.76428 -0.91189  0.000
H21 0.04500 0.90811 -2.20330  0.001
Cl1 -1.13157 -0.68638 3.56780  0.605

Forces on atoms 1 to 6 (eV/Å):
Pt 0.035 0.099 -0.460
C -0.014 -0.021 -0.020
C 0.013 0.008 -0.022
C -0.021 0.008 0.013
C 0.032 0.033 -0.058
C 0.019 0.013 -0.054

**Total energy**: -83304.24906 eV
**<S²>**: 6.015
**Highest occupied orbital energy (alpha / beta)**: -6.72 / -9.15 eV
**LUMO level (alpha / beta)**: -0.657 / -1.272 eV
**Energy above the lowest of the compared OMol25 structures with the same formula, charge and spin**: 55.9 kJ/mol
**Largest force on an atom**: 0.01845 hartree/bohr
**2S+1**: 5

(5)
2 unconnected molecules or ions with the total composition C3H2ClF2N in a non-equilibrium geometry, computed with ωB97M-V/def2-TZVPD.

Last column: natural (NBO) charge in e.
Cartesian coordinates (Å):
C1 2.00574 1.36055 0.46400  0.181
C2 2.00205 -1.01752 0.80727  0.245
C3 1.44245 0.07496 0.27170  0.192
N1 2.24183 2.44438 0.73841  -0.215
F1 3.21216 -0.99847 1.38263  -0.299
F2 0.17052 -0.06917 -0.21729  -0.305
Cl1 -2.46327 1.93478 0.34380  -0.231
H1 -1.71385 1.04286 0.42088  0.230
H2 1.73893 -2.08226 0.42836  0.202

Forces on atoms 1 to 6 (eV/Å):
C -1.275 -0.002 -0.003
C 0.585 -2.203 -2.170
C -0.326 -1.463 1.100
N 0.614 0.756 -0.027
F -0.647 0.395 -0.113
F 1.176 0.544 -0.077

**Total energy**: -22588.55737 eV
**Highest occupied orbital energy**: -10.83 eV
**SMILES string**: N#C/C(F)=C\F.Cl
**LUMO level**: -0.305 eV
**Energy above the lowest of the compared OMol25 structures with the same formula, charge and spin**: 70.4 kJ/mol
**Largest force on an atom**: 0.09573 hartree/bohr

(6)
A single C6H12N2 molecule in a non-equilibrium geometry, computed with ωB97M-V/def2-TZVPD.

Last column: natural (NBO) charge in e.
Cartesian coordinates (Å):
C1 -2.44816 0.51632 0.45429  -0.220
C2 -1.94881 0.66627 -0.95701  -0.226
C3 1.26742 0.79762 0.13204  -0.190
C4 0.49803 -0.28417 -0.63014  -0.083
C5 2.51807 0.68400 0.46205  -0.401
C6 0.88724 -1.75354 -0.12201  -0.587
N1 -1.61469 -0.72638 0.58067  -0.447
N2 -0.93037 -0.33276 -0.65088  -0.312
H1 -2.04223 1.36330 1.06342  0.166
H2 -3.45568 0.47090 0.64284  0.190
H3 -2.55427 0.33131 -1.79022  0.189
H4 -1.65643 1.64086 -1.15721  0.183
H5 0.62362 1.55688 0.49337  0.186
H6 0.87495 -0.30269 -1.74070  0.209
H7 3.02965 1.48618 0.88912  0.203
H8 3.01078 -0.08527 -0.06404  0.191
H9 -0.91327 -0.61690 1.39492  0.326
H10 0.71739 -1.73079 0.92436  0.197
H11 1.95946 -2.02617 -0.28937  0.203
H12 0.29892 -2.40874 -0.67180  0.223

Forces on atoms 1 to 6 (eV/Å):
C 2.436 0.767 0.549
C 0.127 -0.830 -0.089
C -2.618 -1.233 -0.142
C 1.878 -1.750 -2.019
C 0.086 0.156 -1.121
C 2.082 2.471 -0.549

**Total energy**: -9392.65584 eV
**Highest occupied orbital energy**: -7.56 eV
**SMILES string**: C=C[C@@H](C)N1CCN1
**LUMO level**: 1.019 eV
**Energy above the lowest of the compared OMol25 structures with the same formula, charge and spin**: 404.7 kJ/mol
**Largest force on an atom**: 0.06375 hartree/bohr